Entry 1
The following is a quantum chemistry calculation of a gas-phase ion, C5H4N (charge +1), from the Open Molecules 2025 dataset.

Properties
* HOMO-LUMO gap (alpha / beta): 7.11 / 7.11 eV
* net charge: +1

The geometry in XYZ format:
```
10
C5H4N | the Open Molecules 2025 dataset | ωB97M-V/def2-TZVPD
C -1.704 -0.129 -0.830
C -2.972 -0.736 -1.142
C -1.482 -1.025 0.365
C 0.504 0.071 0.212
C -0.145 0.696 -0.910
N -0.312 -0.883 0.790
H -2.193 -1.896 0.750
H 1.473 -0.344 0.040
H 0.825 0.639 0.996
H 0.321 1.286 -1.623
```

These are the natural (NBO) partial charges, in e, on atoms 1 to 8: -0.462, 0.578, 0.064, -0.477, 0.352, -0.328, 0.297, 0.366

Entry 2
The following is a quantum chemistry calculation of a gas-phase ion, C5H4N (charge +1), from the Open Molecules 2025 dataset.

Properties
* HOMO-LUMO gap: 7.69 eV
* net charge: +1

The geometry in XYZ format:
```
10
C5H4N | the Open Molecules 2025 dataset | ωB97M-V/def2-TZVPD
C -0.366 1.059 0.021
C 1.828 -1.137 -0.848
C 0.334 1.952 0.762
C -0.714 -1.379 -0.372
C -0.910 -0.021 -0.079
N 0.708 -1.469 -0.746
H 0.012 2.605 1.607
H 1.391 1.802 0.734
H -1.239 -2.138 0.354
H -1.045 -1.274 -1.433
```

These are the natural (NBO) partial charges, in e, on atoms 1 to 8: -0.044, 0.381, 0.017, -0.367, 0.347, -0.564, 0.285, 0.259

Result of the stability comparison: entry 1 is the least stable of them.

Entry 1
The following is a quantum chemistry calculation of 2 unconnected molecules or ions with the total composition C10H15N, from the Open Molecules 2025 dataset.

Properties
* HOMO-LUMO gap: 10.19 eV
* SMILES string: c1ccncc1.C1CCCC1

The geometry in XYZ format:
```
26
C10H15N | the Open Molecules 2025 dataset | ωB97M-V/def2-TZVPD
C 1.394 -0.931 -0.033
C 1.063 0.312 -0.890
C 2.312 1.247 -0.627
C 3.172 0.668 0.369
C 2.980 -0.760 0.369
C -1.392 -0.223 1.328
C -2.301 0.803 1.119
C -2.893 1.010 -0.095
C -2.727 0.032 -1.048
C -1.882 -1.040 -0.752
H 0.929 -0.995 0.968
H 1.435 -1.934 -0.697
H 0.079 0.712 -0.617
H 0.940 -0.103 -1.815
H 1.706 2.061 -0.317
H 2.875 1.470 -1.536
H 2.923 1.056 1.532
H 4.212 0.958 0.019
H 3.229 -1.406 1.260
H 3.468 -1.356 -0.440
H -0.888 -0.370 2.269
H -2.501 1.519 1.871
H -3.576 1.835 -0.250
H -3.252 -0.061 -1.985
H -1.737 -1.860 -1.507
N -1.170 -1.176 0.400
```

These are the natural (NBO) partial charges, in e, on atoms 1 to 8: -0.370, -0.424, -0.429, -0.414, -0.421, 0.022, -0.256, -0.176

Entry 2
The following is a quantum chemistry calculation of C10H15N in the gas phase, from the Open Molecules 2025 dataset.

Properties
* HOMO-LUMO gap: 8.59 eV

The geometry in XYZ format:
```
26
C10H15N | the Open Molecules 2025 dataset | ωB97M-V/def2-TZVPD
C -2.140 0.172 -0.325
C -1.538 -0.314 0.753
C -0.884 2.046 -1.003
C 1.212 1.300 -0.739
C -1.317 0.734 -1.453
C 0.009 -0.517 0.739
C 0.647 -0.059 -0.513
C 0.546 0.422 1.886
C 0.121 -1.928 1.247
C 1.156 -1.181 -1.491
N 0.275 2.391 -0.670
H -3.222 0.158 -0.348
H -2.227 -0.660 1.537
H -1.564 2.768 -0.974
H 1.967 1.477 0.062
H 1.616 1.465 -1.687
H -1.491 0.561 -2.486
H 0.244 1.509 1.568
H 1.661 0.375 1.930
H 0.064 0.354 2.866
H 1.271 -2.223 1.196
H -0.288 -2.766 0.669
H -0.042 -1.736 2.341
H 1.700 -2.053 -0.851
H 1.914 -0.791 -2.206
H 0.310 -1.502 -2.048
```

These are the natural (NBO) partial charges, in e, on atoms 1 to 8: -0.235, -0.156, 0.096, -0.348, -0.300, -0.222, 0.209, -0.613

Result of the stability comparison: entry 2 is the least stable of them.

Entry 1
The following is a quantum chemistry calculation of 2 unconnected molecules or ions with the total composition C2H3NOS, from the Open Molecules 2025 dataset.

Properties
* HOMO-LUMO gap (alpha / beta): 6.43 / 9.26 eV

The geometry in XYZ format:
```
8
C2H3NOS | the Open Molecules 2025 dataset | ωB97M-V/def2-TZVPD
C 1.398 -0.630 0.103
C -1.421 0.221 -0.063
N 0.878 0.331 0.773
O 1.644 -1.703 -0.275
S 1.991 1.121 -0.287
H -1.402 1.211 -0.474
H -1.298 -0.626 -0.709
H -1.790 0.075 0.932
```

Per-atom natural (NBO) charges, elementary charge units: 0.665, -0.431, -0.524, -0.475, 0.226, 0.179, 0.176, 0.184

Entry 2
The following is a quantum chemistry calculation of 2 unconnected molecules or ions with the total composition C2H3NOS, from the Open Molecules 2025 dataset.

Properties
* HOMO-LUMO gap: 9.90 eV
* SMILES string: N=C=S.C=O

The geometry in XYZ format:
```
8
C2H3NOS | the Open Molecules 2025 dataset | ωB97M-V/def2-TZVPD
C 1.661 0.321 0.604
C -1.593 -0.520 -0.208
N 1.254 1.163 -0.169
O -0.750 -0.704 0.587
S 2.254 -0.488 1.732
H -1.354 -1.134 -1.208
H -2.464 0.145 -0.216
H 0.993 1.218 -1.122
```

Per-atom natural (NBO) charges, elementary charge units: 0.203, 0.287, -0.700, -0.488, 0.079, 0.077, 0.126, 0.416

Result of the stability comparison: entry 1 is the least stable of them.